Model one:
11
Properties=species:S:1:pos:R:3:lowdin_charge:R:1 method="wB97M-V/def2-TZVPD" gap_ev=7.828 lumo_ev=-0.78 smiles="OC(=S)c1nc[nH]n1" homo_energy_ev=-8.61 charge=0
O -2.6482 0.1727 0.1925 -0.08
C -1.4873 -0.0634 0.9895 -0.65
S -1.7458 0.5380 2.5870 0.64
C -0.2477 -0.1708 0.2365 -0.41
N -0.0512 -0.0450 -1.1946 0.12
C 1.2751 -0.1150 -1.1748 -0.21
N 1.8222 -0.1196 0.0862 0.00
N 0.7840 -0.0950 0.9824 0.10
H -2.3509 0.2141 -0.7430 0.09
H 1.7863 0.1282 -2.3006 0.19
H 2.8635 -0.4441 0.3389 0.22

***

Model two:
11
Properties=species:S:1:pos:R:3:lowdin_charge:R:1 method="wB97M-V/def2-TZVPD" gap_ev=8.069 lumo_ev=-0.78 homo_energy_ev=-8.85 charge=0
S -2.4962 0.3167 -0.1156 0.70
N -1.2845 -0.8895 0.0314 -0.30
C -0.0658 -0.4521 0.0712 -0.51
C 0.2633 0.9714 0.3011 -0.06
C 1.5079 1.4111 0.0527 -0.05
N 2.5132 0.3989 -0.3611 0.05
N 2.2646 -0.7787 -0.1984 0.08
O 0.9375 -1.3681 0.3141 -0.01
H -3.3902 -0.6837 -0.5444 -0.09
H -0.6636 1.4350 0.7380 0.07
H 1.8072 2.4304 0.2909 0.11

***

Model three:
11
Properties=species:S:1:pos:R:3:lowdin_charge:R:1 method="wB97M-V/def2-TZVPD" gap_ev=8.518 lumo_ev=-0.69 smiles="[H]/N=c1/nncc(S)o1" homo_energy_ev=-9.20 charge=0
H 2.4460 -0.1488 -1.4911 0.07
N 2.2061 -0.9592 -0.9133 0.17
C 1.1136 -0.7575 -0.3120 -0.44
N 0.5781 -1.7511 0.5415 0.08
N -0.5110 -1.5462 1.1339 0.03
C -1.2136 -0.3670 0.9692 -0.15
C -0.7467 0.6159 0.1642 -0.67
S -1.5423 2.1371 -0.1272 0.88
O 0.4165 0.4424 -0.4984 0.00
H -2.1577 -0.2615 1.5113 0.11
H -0.5889 2.5959 -0.9778 -0.09

***

Model four:
11
Properties=species:S:1:pos:R:3:lowdin_charge:R:1 method="wB97M-V/def2-TZVPD" gap_ev=8.191 lumo_ev=-0.69 smiles="[H]/N=c1/nnocc1S" homo_energy_ev=-8.88 charge=0
H -2.1348 0.3255 0.9875 -0.01
N -1.6199 -0.4717 1.2833 0.16
C -0.5054 -0.4573 0.6423 -0.45
N 0.4496 -1.4605 0.8842 0.09
N 1.4134 -1.8810 0.2351 0.14
O 1.6660 -1.1266 -1.0157 -0.03
C 1.0123 -0.0017 -1.1822 -0.15
C -0.0236 0.4883 -0.4158 -0.72
S -0.7238 1.9476 -0.5355 0.79
H 1.3535 0.4307 -2.0170 0.09
H -0.8872 2.2067 1.1338 0.09

***

It is model four that is the least stable of them.

***

Model one:
18
Properties=species:S:1:pos:R:3:lowdin_charge:R:1 method="wB97M-V/def2-TZVPD" gap_ev=9.203 lumo_ev=0.48 homo_energy_ev=-8.72 charge=0
C 1.6085 1.8218 0.7358 -0.21
C 1.3425 1.0962 -0.5127 -0.47
P 0.0725 -0.0336 -0.7551 0.95
C -0.9912 0.1327 0.8532 -0.46
C -2.2641 -0.7709 0.7879 -0.16
H 1.0199 2.8487 0.8958 0.13
H 2.5175 2.2753 0.7417 0.02
H 1.5004 1.3871 1.6536 0.03
H 1.9021 1.1239 -1.4066 0.00
H -0.3508 0.0191 1.7177 0.05
H -1.1816 1.1348 0.9560 0.02
H -2.7284 -0.5984 -0.1086 0.02
H -1.8488 -1.6986 0.6760 0.01
H -2.8650 -0.7914 1.7865 0.11
C 0.9117 -2.5933 -3.6918 -0.02
C 1.1481 -3.0394 -2.5617 -0.04
H 0.5998 -2.1000 -4.5877 0.01
H 1.4618 -3.5536 -1.6773 0.01

***

Model two:
18
Properties=species:S:1:pos:R:3:lowdin_charge:R:1 method="wB97M-V/def2-TZVPD" gap_ev="7.163 / 6.662" lumo_ev="-0.25 / -0.33" smiles="CC1=[PH2]CCC=C1" homo_energy_ev="-7.41 / -6.99" charge=0
C 1.6736 1.2824 -1.3094 -0.15
C 0.9685 0.0296 -0.8601 -0.47
P 1.5909 -0.4620 0.7466 0.82
C -0.2776 -0.4623 1.3116 -0.38
C -1.0529 -1.4599 0.5489 -0.29
C -1.2388 -0.9997 -0.8314 -0.14
C -0.3489 -0.2154 -1.4330 -0.15
H 1.3457 1.2871 -2.4181 0.10
H 2.6970 1.1704 -1.1571 0.02
H 1.1528 2.1272 -0.8030 0.10
H 1.8104 0.6943 1.6136 -0.02
H 3.0588 -0.5278 0.3979 -0.05
H -0.5449 0.6374 1.1448 0.11
H -0.4737 -0.6544 2.3355 0.05
H -1.9239 -1.7291 1.1040 0.10
H -0.2234 -2.3372 0.4487 0.14
H -2.1407 -1.1738 -1.3962 0.10
H -0.4078 0.0082 -2.4929 0.10

***

It is model two that is the least stable of them.

***

Model one:
15
Properties=species:S:1:pos:R:3:lowdin_charge:R:1 method="wB97M-V/def2-TZVPD" gap_ev=10.365 lumo_ev=0.89 smiles="CCC(=O)NC" homo_energy_ev=-9.48 charge=0
C -1.2358 1.8968 0.5124 -0.11
C -1.2008 0.3677 0.5236 -0.17
C 0.1219 -0.2645 0.2580 -0.54
O 0.8070 -0.3076 1.2947 -0.01
N 0.5227 -0.8802 -0.8637 0.02
C 1.7385 -1.6685 -0.8393 -0.07
H -1.2226 2.3669 -0.4787 0.07
H -2.1419 2.2409 1.0252 0.07
H -0.3780 2.2640 1.0812 0.08
H -0.7791 0.0826 1.6170 0.16
H -2.0455 -0.0437 -0.0802 0.12
H 0.0228 -0.7469 -1.7257 0.14
H 2.5951 -1.1000 -1.2139 0.09
H 1.9358 -1.9386 0.2011 0.08
H 1.6057 -2.5746 -1.4342 0.08

***

Model two:
15
Properties=species:S:1:pos:R:3:lowdin_charge:R:1 method="wB97M-V/def2-TZVPD" gap_ev=10.135 lumo_ev=0.86 smiles="CC(=O)N(C)C" homo_energy_ev=-9.28 charge=0
C -0.6249 -1.8008 0.5490 -0.01
C 0.3790 -0.6787 0.7535 -0.53
O 1.1888 -0.7246 1.6609 0.04
N 0.3461 0.3256 -0.1592 -0.16
C -0.7913 0.5297 -1.0307 -0.07
C 1.1422 1.5379 0.1038 -0.03
H -0.4278 -2.2650 -0.4236 0.09
H -1.6866 -1.5499 0.6015 0.08
H -0.3643 -2.5382 1.2907 0.08
H -1.6247 1.0238 -0.5176 0.10
H -0.5101 1.2071 -1.8203 0.08
H -1.1620 -0.4153 -1.4201 0.08
H 1.6255 1.8005 -0.8415 0.09
H 1.9764 1.2150 0.7222 0.08
H 0.5336 2.3329 0.5315 0.09

***

Model three:
15
Properties=species:S:1:pos:R:3:lowdin_charge:R:1 method="wB97M-V/def2-TZVPD" gap_ev=7.414 lumo_ev=0.45 homo_energy_ev=-6.97 charge=0
C 2.2703 -0.2932 0.1631 -0.09
C 0.9784 0.3834 -0.2907 -0.17
C -0.2179 -0.0960 0.5009 -0.41
O -0.1880 -0.9370 1.3575 0.13
N -1.5162 0.5396 0.1965 -0.04
C -2.6412 -0.3211 -0.5213 -0.12
H 2.2196 -1.3741 0.0083 0.08
H 3.1268 0.1008 -0.3933 0.08
H 2.4473 -0.1215 1.2296 0.08
H 1.0541 1.4749 -0.1697 0.12
H 0.7845 0.2083 -1.3565 0.13
H -1.4078 1.4050 -0.3321 0.14
H -2.2706 -0.4249 -1.5516 -0.04
H -2.5022 -1.2967 -0.0326 -0.03
H -1.9676 0.7623 1.0791 0.14

***

It is model three that is the least stable of them.

***

Model one:
15
Properties=species:S:1:pos:R:3:lowdin_charge:R:1 method="wB97M-V/def2-TZVPD" gap_ev=9.322 lumo_ev=1.07 smiles="C=CN.C=CO" homo_energy_ev=-8.25 charge=0
C 1.9993 -0.7935 -0.6368 -0.03
C 0.7324 -1.1877 -0.7347 -0.30
N -0.2511 -0.7247 -1.6512 0.02
H 2.3230 0.1475 -1.0595 0.05
H 2.7407 -1.4832 -0.2627 0.04
H 0.3600 -2.0657 -0.2073 0.10
H -0.8651 -1.4766 -1.9143 0.07
H 0.2401 -0.3291 -2.4392 0.08
C -1.4317 0.2822 1.2033 -0.01
C -1.0730 1.5304 0.9442 -0.28
O 0.0245 2.1574 1.4933 -0.04
H -2.2729 -0.1801 0.7084 0.05
H -1.0974 -0.2086 2.1058 0.06
H -1.3478 2.0189 0.0136 0.10
H -0.0811 2.3129 2.4371 0.09

***

Model two:
15
Properties=species:S:1:pos:R:3:lowdin_charge:R:1 method="wB97M-V/def2-TZVPD" gap_ev=10.304 lumo_ev=1.02 smiles=COC[C@H]1CN1 homo_energy_ev=-9.28 charge=0
C -0.4217 1.8267 -1.3295 -0.11
O -0.1678 0.5525 -0.7899 -0.21
C -0.3190 0.4871 0.6087 -0.20
C 0.1382 -0.8748 1.0984 -0.30
C -0.0399 -2.1481 0.3638 -0.14
N 1.2647 -1.4824 0.3993 0.02
H 0.2463 2.5950 -0.9082 0.09
H -1.4627 2.1400 -1.1591 0.09
H -0.2444 1.7584 -2.4056 0.09
H -1.3581 0.7137 0.9002 0.13
H 0.3262 1.2430 1.0917 0.13
H 0.1873 -0.9375 2.1856 0.13
H -0.6047 -2.1703 -0.5646 0.10
H -0.0584 -3.0786 0.9295 0.10
H 1.3692 -0.9633 -0.4720 0.08

***

It is model one that is the least stable of them.